Entry 1:
The following is a quantum chemistry calculation of C10H19N3O3 as an isolated structure, from the Open Molecules 2025 dataset.

Properties
- Gap between HOMO and LUMO: 7.678 eV
- LUMO level: -0.402 eV
- ΔE to the lowest compared entry with this formula, charge and spin: 306.2 kcal per mole
- F_max: 19.470 eV Å⁻¹

```
! RIJCOSX wB97M-V def2-TZVPD def2/J DEFGRID3
* xyz 0 1
C -4.44 -2.41 -0.01
N -3.83 -1.08 -0.07
C -2.55 -0.65 0.14
O -1.74 -1.55 0.38
C -2.47 0.60 -0.04
O -3.46 1.45 -0.14
N -1.34 0.98 0.59
C -0.71 2.45 0.19
C 0.50 2.43 -0.68
H 0.31 1.95 -1.57
H 0.84 3.63 -0.72
C 1.60 1.69 -0.08
N 1.35 0.02 0.11
C 1.42 -0.55 -0.92
C 2.83 -1.10 -1.40
H 2.78 -1.84 -1.96
O 3.47 -1.89 -0.11
C 3.38 -0.95 1.06
H 3.96 -1.38 1.72
C 1.96 -0.43 1.45
H 1.94 0.17 2.12
H 1.28 -1.28 1.71
H 4.04 0.10 0.86
H 3.39 -0.17 -1.39
H 0.99 0.07 -2.06
H 0.87 -1.50 -0.78
H 1.96 1.84 1.00
H 2.63 1.87 -0.65
H -1.53 3.05 0.01
H -0.38 2.76 1.38
H -0.56 0.47 0.52
H -4.63 -0.31 -0.38
H -3.63 -3.04 0.15
H -5.29 -2.67 0.63
H -4.93 -2.72 -1.07
*
```



Entry 2:
The following is a quantum chemistry calculation of one molecule with the formula C10H19N3O4, from the Open Molecules 2025 dataset.

Properties
- Gap between HOMO and LUMO: 9.809 eV
- LUMO level: 0.450 eV
- ΔE to the lowest compared entry with this formula, charge and spin: 184.6 kcal per mole
- SMILES string: CC(C)[C@H](NC(=O)[C@@H](N)CCC(N)=O)C(=O)O
- F_max: 7.835 eV Å⁻¹

```
! RIJCOSX wB97M-V def2-TZVPD def2/J DEFGRID3
* xyz 0 1
C -1.75 -2.42 1.80
C -1.80 -2.14 0.34
C -2.77 -3.15 -0.31
C -2.18 -0.57 0.05
N -1.28 0.56 0.23
C -0.29 0.68 -0.77
O -0.41 0.05 -1.92
C 0.79 1.60 -0.17
N 0.65 1.95 1.19
C 2.15 0.99 -0.61
C 3.16 2.36 -0.81
C 4.55 1.79 -0.88
N 4.98 1.43 -2.07
O 5.12 1.39 0.29
C -3.35 -0.23 0.78
O -3.45 0.98 1.33
O -4.33 -1.33 0.67
H -2.55 -2.15 2.48
H -1.02 -1.79 2.37
H -1.28 -3.31 2.49
H -0.69 -2.31 -0.02
H -3.82 -3.09 0.13
H -2.37 -4.09 -0.33
H -3.06 -2.71 -1.31
H -2.24 -0.66 -1.11
H -1.36 1.23 0.92
H 0.73 2.40 -1.02
H 0.97 2.92 1.52
H 1.18 1.23 1.73
H 2.84 0.25 0.15
H 1.91 0.52 -1.65
H 2.99 3.05 0.09
H 2.95 2.78 -1.82
H 5.82 0.60 -2.13
H 4.26 1.96 -2.80
H -5.07 -0.78 1.17
*
```